DFT (ωB97M-V/def2-TZVPD) results for 17 unconnected molecules or ions with the total composition C88H223N17O22 at a distorted geometry.

```
350
Properties=species:S:1:pos:R:3
H 2.29 -1.48 2.62
H -2.14 -4.20 -6.31
H -1.88 13.81 -4.72
C -5.88 0.95 -3.18
H -1.22 -6.18 4.14
O 6.39 -1.35 6.28
C -1.14 4.96 1.76
C 4.22 -6.38 4.56
H -0.96 4.56 2.76
H -1.74 7.88 -2.93
H -1.31 -2.66 7.34
C 5.50 0.40 0.09
H -3.45 0.56 1.20
C -1.72 2.71 -4.47
H -0.64 12.37 -0.48
H 2.18 -5.05 2.11
H 10.23 -1.49 -1.65
H 8.05 -2.38 7.20
C -6.13 1.94 -4.34
C -4.27 2.68 5.40
H 0.77 5.36 -3.48
H 2.80 -1.50 -0.82
C 1.21 -5.48 -1.86
H 4.96 -5.80 0.14
C 6.96 -2.29 7.21
H 1.42 -10.15 -1.57
H -3.21 1.49 -1.02
H -6.37 -1.60 1.61
H 9.54 -3.84 -1.47
H 3.79 -3.77 -4.63
H 1.81 -3.38 -2.19
H -0.35 5.25 -0.20
H -9.34 3.37 2.25
H 3.01 1.03 -4.45
H -0.64 10.10 -0.33
C -0.62 -1.93 5.31
H -0.23 -0.81 3.47
H 3.26 1.35 1.54
N 0.06 0.45 -0.78
C 3.07 3.39 3.32
H 0.26 -1.71 -0.62
H 5.22 0.63 5.44
O -1.02 -7.79 0.45
C -5.37 3.70 0.16
H 5.19 1.85 -2.41
C -6.10 -1.62 2.67
H 0.03 2.49 4.29
C 10.09 -1.67 -2.71
H -8.00 2.47 2.83
H -3.00 4.09 4.82
C 2.26 7.68 1.27
H 6.92 -4.53 -1.42
H -5.21 -4.35 -3.68
C 3.18 -0.01 5.18
H -5.18 2.45 -4.45
C 4.04 1.04 -4.82
N 1.66 -6.76 -2.26
H -0.71 -3.33 -3.29
C -1.59 12.88 -0.59
C -8.37 -0.77 3.22
H 5.97 -0.78 3.90
O -0.34 -0.90 7.48
H 5.01 -2.73 3.99
H -0.44 12.82 -4.92
N 0.37 3.45 0.71
C 7.05 -4.53 -2.50
H 1.44 -5.37 -0.80
H -1.91 2.46 -1.37
O 2.34 -0.46 0.85
H 6.68 -1.95 8.21
H -2.64 -5.27 -4.50
H 6.32 -2.68 2.01
N -1.48 -2.78 4.49
H -2.34 -5.91 2.32
C 5.68 -3.31 1.38
H -2.41 1.42 2.42
H 0.91 3.21 1.53
H 4.12 -1.21 -6.45
H 6.78 3.22 -4.39
H 1.49 -1.91 7.35
H 2.91 -3.95 5.39
H -5.09 4.42 0.93
H -1.25 7.39 -1.34
C 2.75 -3.45 -4.69
H 1.49 2.79 5.33
H 5.00 -6.00 5.22
H 0.23 -5.68 3.50
O 5.99 0.42 -1.26
H -2.53 14.17 -2.06
H 2.64 -2.50 -4.16
H -3.28 -3.32 2.73
H -2.09 -0.14 -4.94
C -1.64 9.75 -0.08
H 1.79 -5.34 5.36
H -4.30 -4.21 -5.82
H -7.57 0.67 -5.24
H 6.71 -3.58 -2.91
H -3.66 -2.39 -1.28
H 1.44 -0.63 8.37
O -1.87 1.81 0.55
N 4.96 -0.70 3.89
H 1.74 -4.11 4.14
H -4.13 0.81 4.40
C -5.50 8.03 -2.26
H -0.79 14.41 -1.70
C 0.64 2.42 -4.07
H -2.15 -1.20 6.71
C 1.60 -9.31 -2.24
C -0.49 -0.65 4.52
C 1.10 -7.95 -1.63
N -7.03 -1.76 4.99
H -0.67 -9.72 -4.76
H -5.14 0.19 -3.41
H 1.52 4.92 -1.92
C 1.98 -4.38 -2.60
C 3.50 -5.31 3.73
O -0.40 2.93 -4.97
H 0.07 0.66 0.21
C -1.26 -5.93 2.16
O -2.20 9.22 -1.32
H -8.92 1.94 1.33
C 0.77 3.28 -2.79
H 0.28 0.03 4.88
H 2.44 -3.20 -5.70
H 0.45 1.38 -3.80
H -7.14 1.87 -6.38
O -7.64 3.47 0.95
H 7.21 -5.56 1.53
C 4.36 -5.29 0.90
H -1.41 0.36 -2.32
C -2.45 0.90 1.46
H 5.50 2.54 0.16
H -1.50 5.99 1.86
C 4.63 -0.26 5.19
C -0.87 -7.40 1.79
H -0.16 3.37 -2.22
H -2.48 2.73 -5.26
C 8.44 -5.02 -2.83
H 4.58 0.16 -4.48
H -4.55 8.47 -2.55
O -5.27 -2.76 2.84
H -8.70 -0.68 2.19
H -6.27 -2.42 5.09
H -2.26 -8.13 -1.15
C -4.81 5.79 -2.96
H 3.55 -0.42 -7.88
H -4.19 -4.04 -1.10
C -3.40 -3.42 -1.52
H 6.31 -6.57 2.50
H 1.35 -6.87 -3.22
C -1.21 -1.75 6.75
C -7.31 -1.79 3.56
H -5.59 2.69 3.58
H -0.40 2.80 0.81
H -4.25 5.80 -0.81
H 6.92 1.51 -4.13
H -3.87 6.17 -3.36
H 2.37 7.54 2.35
H 1.53 2.53 -4.69
C -6.06 0.82 7.13
H -1.85 -0.54 -0.99
H -1.24 -3.75 4.37
O 1.72 2.82 3.26
H -7.91 2.64 -3.42
H -0.35 14.38 -4.13
H -2.82 -6.80 -0.17
C -1.44 -3.51 -5.85
H -3.95 -3.00 1.14
H -1.80 0.07 1.72
C -2.18 -2.38 -5.10
H -5.62 4.26 4.54
H 2.97 0.50 4.24
C 2.69 -5.90 2.56
C -3.59 -2.23 -5.67
H -3.55 0.69 6.07
H -1.78 13.57 0.24
H 7.97 -6.92 -2.33
H -5.43 0.27 7.84
C -4.02 -2.72 2.19
H -1.60 -5.05 -3.10
O -1.09 -2.52 -2.95
C 1.89 -1.59 1.61
O -5.77 0.35 -6.25
H -1.98 4.38 1.39
C 3.75 3.23 1.95
C 9.49 -3.95 -2.55
H 1.53 5.36 2.20
N -2.99 3.08 4.82
O 9.15 -2.68 -3.12
N -5.73 4.31 -1.13
C -1.58 13.68 -1.87
H -5.19 1.46 -7.90
H -3.23 -5.79 -2.92
H -5.04 -2.58 -3.29
C 5.22 -4.60 2.00
H 11.04 -1.96 -3.15
H 2.34 -2.50 1.22
C 0.80 -1.45 8.06
H 6.42 -5.31 -2.93
H -0.39 8.67 -2.22
H 6.25 -3.60 0.49
H -1.37 -8.11 2.45
H -6.35 2.93 5.19
H 2.91 0.67 5.98
H -6.74 3.42 -2.99
H 2.91 -6.93 0.64
H 0.13 -5.39 -2.01
H 3.54 2.88 4.17
H -0.90 -5.00 0.20
H -0.46 -0.97 -5.17
H 4.39 3.12 -4.94
H 4.47 -2.11 6.39
O -1.21 12.80 -2.96
H 3.04 -4.46 -2.40
H -3.05 -8.39 0.43
H 7.03 -0.71 -2.62
H -6.77 2.12 -0.31
H 6.26 0.16 0.83
H -5.96 1.87 7.42
H -0.54 -10.51 -3.21
N -0.78 -5.58 3.46
C -1.53 -0.97 -5.37
H -3.69 4.48 -1.72
H -6.60 -0.87 5.20
H 0.58 4.06 4.47
H -2.18 11.36 1.35
H 9.59 -6.73 -2.37
H 2.35 8.75 1.09
H -1.59 -0.68 -6.42
C -0.34 -9.58 -3.73
N 1.69 2.66 -1.87
H 3.57 -6.98 5.21
O 1.03 7.00 0.97
C 0.02 4.84 0.74
C -0.73 -4.79 1.26
H 6.97 -1.40 -0.93
H -2.19 2.88 5.40
C -6.53 2.71 0.58
H -4.50 3.08 -0.01
O 5.12 -3.67 4.17
H -6.36 8.70 -2.29
C -6.71 1.25 -5.59
O 3.92 0.91 -6.28
C 2.43 -4.69 4.75
H -8.04 0.17 3.67
H 2.09 5.31 0.50
C 3.50 -6.45 1.43
H 10.50 -4.28 -2.83
H -3.65 -1.70 2.24
H 4.77 -0.40 0.23
C -2.14 1.57 -0.79
N -2.30 -2.57 -3.64
H -3.43 10.37 0.65
H 0.35 -4.65 1.39
H 1.64 3.07 -0.94
C -8.49 2.77 1.90
H -1.40 8.97 0.65
O 1.12 -9.46 -3.57
C 6.36 2.26 -4.68
H 0.36 -2.38 5.48
H 4.69 3.78 1.94
C 1.41 4.64 -2.97
H 2.44 4.59 -3.33
H 1.48 -8.06 -0.61
H 6.94 -5.05 3.13
H 2.65 -0.96 5.25
H -0.68 -4.08 -5.33
H -4.42 1.96 -6.46
H 3.75 -4.55 0.37
H 4.88 -2.62 1.10
H 0.02 -7.90 -1.70
H 3.08 3.66 1.20
C -2.64 -5.03 -3.44
H -6.12 2.03 1.32
H -6.48 4.99 -1.12
N -2.65 11.90 -0.55
C 0.96 3.04 4.41
N -7.03 2.93 -3.82
C -0.96 13.48 -4.23
H 3.21 7.24 0.95
H -3.89 0.50 -7.16
C 2.19 -0.62 -0.62
H -6.79 0.35 -3.06
H -9.24 -1.04 3.81
C -2.48 10.86 0.43
C -1.37 8.27 -1.98
C 5.01 -1.16 6.44
H 3.04 4.44 3.61
H 2.57 0.33 -1.00
H -0.86 -3.04 -6.64
H 0.75 -1.06 -2.12
H -7.09 0.48 7.26
H 6.42 -3.22 7.05
C -2.33 -7.77 -0.12
H -1.79 1.76 -3.93
H 2.56 -0.62 -6.47
H 6.60 2.01 -5.72
O 1.74 -4.33 -4.02
H 2.68 -9.27 -2.40
N 8.72 -6.26 -2.16
C -4.80 1.07 -6.96
C -5.50 3.17 4.55
N 4.12 1.87 1.67
C 6.45 -0.83 -1.70
C 4.84 2.30 -4.38
H -5.53 -2.92 -5.80
H -4.35 3.07 6.42
H -5.19 4.98 -3.58
H -2.52 -3.62 -0.91
H -5.67 1.51 -2.26
H 0.80 -1.68 1.68
H 4.84 -7.12 4.05
C -4.31 1.13 5.43
C -3.22 -3.62 -3.06
H -4.09 -1.39 -5.19
H -0.90 -8.72 -3.36
H 0.19 -7.53 2.05
H -5.52 7.66 -1.23
C 1.27 5.58 1.17
C 3.56 -0.34 -6.79
H 4.73 -0.05 3.15
H -2.66 11.28 -1.35
H 3.92 1.79 -0.30
H 5.62 -1.53 -1.87
H 3.70 2.54 -2.72
C 6.43 -5.51 2.29
H 1.34 1.74 -1.62
H -5.54 -0.78 3.08
H -1.39 -0.03 4.50
H 4.80 -0.61 7.35
C 0.74 -0.83 -1.05
N 4.68 2.53 -2.96
C -4.61 -3.28 -5.35
H 8.51 -5.12 -3.92
C -1.34 0.39 -1.24
H -1.96 3.40 -3.67
O -5.55 0.53 5.80
O -5.86 6.81 -2.92
N 4.38 -4.25 3.20
C 4.78 1.75 0.37
C -4.61 -3.45 -3.79
H -3.57 -2.19 -6.76
H -2.33 -2.89 5.03
C -4.55 5.13 -1.61
H 0.63 -2.27 8.76
H -1.16 -3.81 1.44
H 1.93 -6.59 2.92
H -7.70 -2.79 3.36
H 9.71 -0.76 -3.18
H 4.06 -7.29 1.82
```

## Properties
Charge: 0
Orbital gap (eV): 8.42
Energy (hartree): -6072.1046
ΔE to the lowest compared entry with this formula, charge and spin (kJ/mol): 0.00

Atomic partial charges in e from the Löwdin method, atoms 1 to 8: atom 1 (H): 0.08, atom 2 (H): 0.07, atom 3 (H): 0.08, atom 4 (C): -0.05, atom 5 (H): 0.09, atom 6 (O): -0.21, atom 7 (C): -0.04, atom 8 (C): -0.04

DFT (ωB97M-V/def2-TZVPD) results for 4 unconnected molecules or ions with the total composition C48H63N3O7 at a distorted geometry.

```
121
Properties=species:S:1:pos:R:3
C 3.29 0.15 -3.05
O 1.57 -1.48 -0.47
H -2.31 3.06 -1.19
H -6.28 5.75 0.82
H -8.61 0.36 -0.12
H -0.14 1.02 -0.94
H 6.56 -6.38 -2.45
H 0.27 -1.28 2.04
H 2.29 2.83 -1.83
H 3.69 -4.34 -3.02
H 3.97 0.50 -1.08
C -10.80 0.16 -2.70
O 4.29 -7.19 -3.32
H -5.43 3.74 2.33
H -10.72 5.07 -1.23
H -0.94 -0.06 2.35
H 1.96 0.36 2.40
C 3.20 -4.07 -3.96
H -0.42 -0.36 -0.13
C 7.42 -6.78 2.10
C 1.04 4.13 0.04
H -2.63 0.48 4.77
H -10.50 -0.99 -4.48
C -10.27 0.54 -1.47
H -9.27 3.12 -0.75
H 1.19 -0.12 4.43
H 3.14 3.26 4.35
H 4.29 1.84 -2.25
H 2.65 -0.67 -2.70
O 2.99 -0.75 1.12
H 7.74 -5.95 2.71
C -7.69 4.32 0.06
H -11.77 0.53 -3.01
H 6.99 -5.49 -3.92
H 8.61 -8.22 3.14
H -3.00 4.12 2.58
C 7.50 -9.12 1.54
C 2.08 1.82 0.09
H -6.45 1.69 3.30
C 4.59 -0.47 -3.64
H -10.83 1.21 -0.83
C 7.91 -8.06 2.33
C 6.59 -8.91 0.51
H 2.13 5.15 2.27
H 5.39 -7.47 -0.53
H -0.64 3.56 2.12
O 4.71 -5.70 -4.96
C 3.56 1.11 -1.89
C 6.10 -7.63 0.27
C 5.06 -6.47 -3.91
H 7.88 -10.11 1.73
H 5.31 3.24 3.59
C -1.37 3.46 -0.92
C 1.17 0.64 0.57
H 4.42 -2.90 -5.36
H 2.14 -3.93 -3.75
H 2.80 2.48 2.37
C -3.24 1.20 4.23
C -7.26 5.60 0.37
C 6.52 -6.39 -3.54
C -8.07 6.69 0.11
N 1.03 0.68 2.08
H 0.91 4.52 3.37
H 5.43 -0.02 -3.12
C 2.25 1.81 -1.44
C -3.46 3.24 3.01
O 5.55 4.45 2.03
C -9.75 5.22 -0.78
H -0.56 -0.30 4.68
H -1.22 1.94 1.80
H 7.02 -7.29 -3.90
C 0.08 -0.35 2.58
H -7.74 7.69 0.35
C -4.60 0.97 4.11
C 0.29 -0.63 4.08
H 5.63 -2.35 -3.40
H -7.35 -1.17 -1.59
H -5.05 0.08 4.53
H 2.53 4.81 4.95
C -8.85 -1.18 -3.13
H -9.95 7.35 -0.69
C -5.39 1.88 3.41
H 6.13 -5.57 0.87
O -1.30 2.53 3.79
N -0.13 0.61 -0.02
H 2.96 -2.10 -4.80
C 5.02 4.16 3.06
H 6.26 -9.73 -0.10
H -8.30 -1.85 -3.77
C -10.09 -0.70 -3.53
H 3.06 1.51 0.48
H 0.96 1.95 3.74
C 6.51 -6.57 1.06
C 2.00 -0.67 0.35
C -0.28 3.74 -0.51
H 3.15 -4.88 -5.96
C 3.79 -2.74 -4.48
C 1.88 4.31 2.92
O 4.11 4.96 3.66
C -4.82 3.03 2.87
C 3.36 -5.22 -4.94
C -2.66 2.33 3.68
H 4.17 -2.22 -2.43
H 2.70 0.66 -3.82
H 2.66 -6.02 -4.73
C -8.94 4.12 -0.51
C -9.03 0.06 -1.08
C -0.64 2.54 2.50
H 1.44 1.30 -1.95
N 1.84 3.11 0.70
H 4.63 -0.24 -4.70
C 2.91 4.29 4.07
H 0.48 -1.69 4.23
H 0.85 4.98 0.70
C 4.60 -1.99 -3.41
H -7.05 3.47 0.27
C 0.78 2.04 2.66
C -9.32 6.50 -0.47
C -8.32 -0.80 -1.90
H 1.61 4.55 -0.80
C 1.86 3.00 2.13
```

## Properties
Charge: 0
Orbital gap (eV): 9.00
Energy (hartree): -2557.6724
ΔE to the lowest compared entry with this formula, charge and spin (kJ/mol): 0.00
Structure (SMILES): C#CCN1[C@@H](CCOC=O)[C@@H](COc2ccccc2)[N@@H+](CC)[C@](N)(C(=O)[O-])[C@H]1CCCCCCCCOC(C)=O.c1ccccc1.c1ccccc1.c1ccccc1

Atomic partial charges in e from the Löwdin method, atoms 1 to 8: atom 1 (C): -0.21, atom 2 (O): 0.02, atom 3 (H): 0.04, atom 4 (H): 0.09, atom 5 (H): 0.10, atom 6 (H): 0.07, atom 7 (H): 0.07, atom 8 (H): 0.13